1.
This record from the Open Molecules 2025 dataset describes C34H57N3O2SiSr as an isolated structure at a distorted geometry. The level of theory is the ωB97M-V functional and the def2-TZVPD basis.

CARTESIAN COORDINATES (ANGSTROEM)
Sr  0.16565  0.84432  -0.40304
Si  2.42366  2.40528  -3.89698
O  0.89323  -0.43412  -5.09313
O  1.55868  -1.68660  -3.01735
N  -0.91336  -0.54816  1.37740
N  -2.09885  1.58014  -0.15559
N  2.26850  2.41928  2.17628
C  0.46674  -2.57151  -2.71135
C  2.71791  3.93226  -2.85962
C  2.87589  -1.97379  -2.52870
C  -1.08532  -4.26227  1.09162
C  -1.43980  -0.65368  -5.67497
C  -1.70367  -0.03252  2.32607
C  -2.73436  1.85214  0.97120
C  -2.46429  1.14254  2.15889
C  2.92650  -2.97119  -1.39826
C  1.82146  -1.24359  2.14151
C  1.13834  -3.64237  1.81301
C  -2.82816  2.00840  -3.74640
C  1.59968  2.96495  -5.49474
C  -3.54736  0.21122  -2.14822
C  0.80960  -2.28586  1.75024
C  1.42156  2.25069  1.37893
C  1.35266  1.21497  -2.86937
C  -1.79945  -0.73756  3.66592
C  -0.51046  -1.91857  1.38126
C  -2.12172  3.17528  -4.05480
C  -0.69148  4.09499  -0.63967
C  1.96564  -0.95302  -5.90842
C  1.49634  -1.94153  -6.93495
C  -0.20158  0.19636  -5.79186
C  -2.21773  2.22163  -1.41400
C  0.20251  -4.61885  1.47684
C  0.34612  -3.67099  -3.73777
C  -2.87159  1.51451  -2.44696
C  -2.86864  -2.55077  0.70022
C  -1.45435  3.86665  -3.03990
C  4.00840  1.49193  -4.27613
C  -1.45322  -2.92132  1.03990
C  -3.72048  2.98111  1.02489
C  -1.46425  3.38888  -1.72432
H  2.89887  3.67289  -1.80857
H  2.43550  -3.90867  -1.66066
H  -0.35645  1.16911  -5.29612
H  -2.10710  -0.02451  4.43553
H  -3.36215  1.45863  -4.52113
H  -2.53956  -1.55080  3.65827
H  -2.93552  1.52830  3.05665
H  3.29443  -0.99234  -2.22877
H  1.21601  -4.34536  -3.69772
H  3.47138  -2.32197  -3.39397
H  4.58559  1.33419  -3.35586
H  2.49111  -0.09827  -6.36558
H  1.86241  4.61910  -2.89298
H  -1.34729  4.76183  -0.05219
H  0.24965  -3.27096  -4.75990
H  1.23609  0.20219  -3.40565
H  3.59733  4.47848  -3.22774
H  0.08872  0.37820  -6.84407
H  -4.01285  0.18681  -1.15374
H  -0.54541  -4.27318  -3.53920
H  1.40108  -0.23506  2.26841
H  3.96498  -3.20907  -1.17715
H  -4.45221  2.92417  0.20901
H  -4.32685  0.01901  -2.89732
H  3.83922  0.50656  -4.72833
H  1.90183  1.02365  -1.92350
H  2.65645  -1.42596  -5.19767
H  -3.35399  -3.39172  0.17927
H  -0.19628  3.42611  0.09655
H  2.37525  -2.31803  -7.45889
H  -4.24199  2.90463  1.98318
H  1.60690  2.19713  -6.28706
H  2.65018  -1.16791  1.41546
H  2.28619  -1.51403  3.10280
H  0.82418  -1.46574  -7.65012
H  0.35659  1.68061  -2.73472
H  -1.83259  -5.01870  0.84390
H  0.47474  -5.66838  1.53274
H  0.55055  3.27384  -5.34395
H  0.55405  -2.99375  -1.69517
H  2.13695  -3.92526  2.15033
H  -2.84063  -0.63807  -2.18736
H  4.63802  2.06452  -4.97005
H  -2.94070  -1.65998  0.05350
H  -2.25642  -0.14535  -6.19268
H  0.99164  -2.79150  -6.47054
H  -0.84012  -1.16700  3.97758
H  -0.41843  -1.92070  -2.72238
H  -1.73286  -0.79246  -4.62862
H  0.10597  4.70971  -1.08695
H  -3.20838  3.95196  0.97231
H  2.45069  -2.56301  -0.50513
H  -2.09856  3.54185  -5.08552
H  -1.27494  -1.63660  -6.12807
H  -0.91368  4.79241  -3.26357
H  -3.46400  -2.35221  1.61039
H  2.13749  3.84160  -5.90028

Values from the calculation:
**HOMO level**: -7.32 eV

Here are the Mulliken charges for atoms 1 to 4, given in e: 1.342, 0.264, 0.241, 0.564


2.
This record from the Open Molecules 2025 dataset describes C34H58AsIN5ReS3Si3 as an isolated structure at a distorted geometry. The level of theory is the ωB97M-V functional and the def2-TZVPD basis.

CARTESIAN COORDINATES (ANGSTROEM)
Re  0.46878  0.20829  -0.25627
I  1.47192  1.69115  -6.32843
As  0.39063  4.50670  -0.61471
S  1.08180  2.45285  -0.93893
S  -1.76918  -0.53865  -0.22106
S  2.29671  -4.27079  -3.53242
Si  2.37370  0.72827  2.30590
Si  -0.68506  1.24600  2.79971
Si  0.45661  -1.68195  2.48352
N  1.24307  -3.05725  -1.50271
N  0.18324  -0.16059  -2.67799
N  2.60204  0.07427  -0.33731
N  -3.48890  1.26998  -1.39036
N  -4.31483  -0.79593  -0.77741
C  1.47211  -6.64638  -2.27869
C  0.73077  0.62653  -3.62786
C  -4.23540  -2.03355  0.03936
C  -0.03947  1.71088  4.47986
C  -4.72282  2.04560  -1.15733
C  -3.30819  0.05054  -0.89263
C  1.87836  -2.88221  -2.62351
C  1.25460  5.32685  -2.11423
C  -0.74883  -1.50513  -4.42700
C  0.84753  -7.22008  -1.19633
C  -5.54983  -0.66674  -1.58206
C  3.25049  -0.10708  -1.51352
C  -2.33671  0.42919  3.05256
C  -1.12701  -2.53654  2.01109
C  0.43205  -1.68785  4.34284
C  2.65043  2.56827  2.24418
C  3.32033  0.08638  0.81628
C  1.56488  -5.25607  -2.31513
C  1.04984  -4.44173  -1.29966
C  4.59411  -0.38043  -1.58150
C  1.88476  -2.68247  1.83719
C  -1.00510  2.81977  1.85094
C  4.68114  -0.18920  0.79494
C  3.17693  0.12736  3.85871
C  0.60251  0.18549  1.80643
C  -1.46135  4.96347  -0.78327
C  0.33298  -6.42117  -0.16487
C  0.42830  -5.04861  -0.20767
C  5.32586  -0.45401  -0.40157
C  -2.39412  2.03059  -1.98413
C  -0.54593  -1.21654  -3.09432
C  0.57537  0.39112  -4.98272
C  -0.17810  -0.69653  -5.39790
C  1.09257  5.42395  0.91407
H  6.38579  -0.68311  -0.42339
H  1.78211  -3.71354  2.19961
H  -5.31553  1.59806  -0.36506
H  -5.82175  -1.66296  -1.92361
H  -0.57187  -1.48162  4.73015
H  -1.06854  -3.53930  2.45505
H  5.23219  -0.19318  1.73093
H  3.70064  2.75334  2.50011
H  -4.42585  3.04305  -0.83570
H  -0.07036  3.36489  1.72931
H  -3.82549  -1.83045  1.02327
H  -1.41791  2.58283  0.86353
H  2.03473  3.11181  2.97023
H  2.65762  0.50788  4.74471
H  1.89435  -2.71243  0.74344
H  -3.62159  -2.78749  -0.45056
H  0.90365  2.26659  4.46708
H  -2.00284  -2.04086  2.44110
H  0.03973  -4.45251  0.60014
H  2.32359  5.14116  -2.06191
H  2.67058  -0.00984  -2.41337
H  2.15257  -1.91043  -3.01748
H  1.12954  -1.00743  4.82141
H  -0.31836  -0.90994  -6.45106
H  1.88628  -7.25285  -3.07444
H  -2.83167  0.12643  2.12670
H  1.06555  6.39964  -2.06589
H  -1.84223  4.57352  -1.72124
H  2.85720  -2.31868  2.17884
H  -2.80237  2.63249  -2.79659
H  0.91072  6.47880  0.70742
H  -1.64137  1.37489  -2.38878
H  -1.48878  6.05375  -0.80907
H  5.06087  -0.52760  -2.54719
H  0.85555  4.92019  -3.03915
H  -0.14233  -6.89248  0.68765
H  -1.93855  2.68629  -1.24854
H  0.08994  0.83760  5.12270
H  -0.79241  2.35143  4.95887
H  0.75294  -8.29820  -1.14419
H  2.16083  5.24349  0.98309
H  -5.37676  -0.04206  -2.45164
H  -6.37526  -0.26973  -0.99453
H  -1.34832  -2.36575  -4.70387
H  4.18999  0.54789  3.88409
H  -1.28339  -2.64356  0.93905
H  -2.26163  -0.44607  3.70821
H  -2.98236  1.15704  3.56167
H  -0.96067  -1.84951  -2.32498
H  2.46714  2.97153  1.24999
H  -5.24237  -2.41848  0.15631
H  0.69957  -2.70655  4.65626
H  1.30114  1.48155  -3.30121
H  -2.03887  4.60129  0.06264
H  -1.71879  3.45342  2.39448
H  0.59448  5.13527  1.83118
H  3.25153  -0.95778  3.94789
H  -5.32618  2.14225  -2.05782

Values from the calculation:
**HOMO level (alpha / beta)**: -14.87 / -14.86 eV
**Total charge**: +3
**Spin multiplicity**: 2

Here are the Mulliken charges for atoms 1 to 4, given in e: 0.420, 0.175, 0.845, -0.408


Ordered energy results: -53462.6293; -170836.2730; unit eV.